No. 1
Entry from the Open Molecules 2025 dataset: C26H40Cl3MgN4O3Si as an isolated structure (ωB97M-V/def2-TZVPD).

Element x y z (Å)
Cl: -0.57727 -2.28644 -2.12959
Cl: 3.02691 0.23080 2.20518
Cl: 3.66553 3.28018 -0.65516
Si: -1.90360 -0.76056 -1.87344
Mg: 2.45845 1.44821 0.31318
O: 2.56060 0.27100 -1.06050
O: 0.64771 2.52197 0.75385
O: 0.82302 -2.47359 1.49426
N: -1.17070 0.23099 3.04408
N: -0.23783 4.39532 1.81010
N: -1.29870 -3.03960 2.32033
N: 2.04695 -0.02439 6.63114
C: 0.42176 2.13142 -5.37825
C: 0.32440 0.73933 -5.41825
C: 1.71446 0.51265 -3.39142
C: 0.74091 3.67682 1.24655
C: -2.51541 -3.64043 1.75456
C: -1.16427 1.00852 -1.91422
C: -2.88865 -0.90510 -3.46418
C: 2.66819 -0.17539 -2.34762
C: -1.14765 -3.32868 3.73019
C: 3.18274 -2.40367 -1.14292
C: 1.75513 1.91076 -3.36088
C: -1.59638 3.85195 1.89444
C: -0.12283 0.17484 5.19291
C: 1.09840 2.70127 -4.29759
C: -0.07360 0.11420 3.79045
C: -2.34969 0.35685 3.64073
C: 2.49284 -2.40448 -3.57113
C: -1.36181 0.32701 5.83041
C: 2.73974 -1.74498 -2.42145
C: 0.86227 -0.03825 -4.36927
C: -0.15187 -3.18720 1.55709
C: -2.49299 0.42760 5.03905
C: 1.08058 0.06500 5.97005
C: -0.02354 5.79771 2.18006
C: 2.44041 -3.88210 -3.77590
C: -1.84962 -0.69649 0.04777
H: -2.41600 -4.73617 1.72387
H: 0.09903 6.41334 1.28601
H: -2.64341 -3.29755 0.72028
H: -1.91761 3.56042 0.88594
H: -3.21987 0.40739 2.97888
H: -0.79256 -0.50817 0.29143
H: 3.68696 0.13764 -2.64120
H: -2.04583 -1.56933 0.66503
H: -3.22356 0.10206 -3.69795
H: -3.48128 0.55737 5.45552
H: 0.55933 -1.08111 -4.33651
H: -2.24720 4.63223 2.29968
H: -0.93400 -4.39695 3.87645
H: 0.87162 -0.02311 3.24818
H: 1.72364 4.17096 1.28052
H: -2.43161 0.12478 0.48788
H: 2.35727 -2.50575 -0.42672
H: -0.00268 2.76017 -6.16591
H: -0.62406 1.14927 -0.97472
H: 3.65043 -3.38135 -1.30142
H: -0.21771 -4.13465 1.00135
H: 1.11556 3.78541 -4.18371
H: -2.22224 -1.13754 -4.31338
H: -1.62333 2.97008 2.54510
H: -3.40417 -3.32234 2.32720
H: -3.76707 -1.56409 -3.46224
H: -2.04877 1.66452 -1.99536
H: 2.36276 -1.84057 -4.50271
H: -0.47340 1.21059 -2.72857
H: -1.40804 0.36915 6.91666
H: -0.19069 0.27739 -6.26383
H: 2.02816 -4.06655 -4.76798
H: 3.42466 -4.35028 -3.75936
H: -2.06286 -3.04852 4.26508
H: 2.30122 2.37221 -2.53542
H: -0.31010 -2.76227 4.12212
H: 0.88799 5.88190 2.77711
H: -0.88320 6.16845 2.73774
H: 3.90184 -1.75712 -0.63808
H: 1.79622 -4.41498 -3.07152

- HOMO-LUMO gap: 6.689 eV
- Net charge: -1
- E_HOMO: -4.62 eV
- ΔE to the lowest compared entry with this formula, charge and spin: 3.203 eV

***

No. 2
Entry from the Open Molecules 2025 dataset: C39H28ClN8O3RbS3 as an isolated structure (ωB97M-V/def2-TZVPD).

Element x y z (Å)
Rb: -0.29799 -0.09519 0.60576
Cl: 0.48897 0.40242 8.55429
S: 6.38388 0.22688 -2.75258
S: 8.96494 1.56913 -2.05311
S: 3.79414 -0.88283 -1.57728
O: 1.02954 -0.22331 2.79058
O: -1.31871 3.55395 -0.79886
O: -1.37327 1.27401 2.60462
N: -1.55419 -2.66268 1.46370
N: -2.46698 -1.02886 -1.29093
N: 1.37553 2.80006 0.34616
N: 5.81671 0.17415 -0.22073
N: 7.05575 0.71290 -0.35390
N: -3.62551 -2.13845 0.48747
N: -2.16859 -0.18240 -3.53367
N: -0.29731 0.74972 -2.38890
C: -0.36713 0.70885 6.00834
C: 0.91157 1.28047 -2.50119
C: 0.88440 1.16631 -4.87704
C: -0.09831 4.24541 -0.88315
C: 1.65491 -0.57058 6.30159
C: -6.12468 -2.04530 -3.96462
C: -6.52490 -2.69997 -2.80617
C: 7.65776 1.17814 0.82032
C: 1.76893 -0.71835 4.95530
C: -0.85777 -2.81901 2.57894
C: 7.38964 2.12120 3.01384
C: 0.84906 -0.11673 4.01442
C: -4.92062 -1.35429 -4.01606
C: -3.32997 -1.75077 2.78924
C: -5.73957 -2.67317 -1.66056
C: -1.31787 -2.47525 3.83698
C: 7.53633 0.85392 -1.61384
C: 8.76723 2.20578 3.14664
C: 1.54521 1.52582 -3.70742
C: 0.58483 0.16866 6.82550
C: -0.93103 0.37043 -3.50696
C: -4.54149 -1.99409 -1.71561
C: 6.83245 1.60715 1.86064
C: 0.80346 3.99536 0.30495
C: -1.27937 1.21422 3.81981
C: -3.45669 -1.75128 -0.73069
C: -0.26748 0.59268 4.61412
C: -2.80549 -0.76409 -2.56607
C: 1.90213 4.66082 2.31685
C: 9.04086 1.20134 0.98138
C: 5.24946 -0.17693 -1.32028
C: -0.35366 0.57971 -4.77836
C: -4.13586 -1.34593 -2.88135
C: 9.58471 1.72799 2.13693
C: -2.59163 -1.92051 3.93257
C: -2.78501 -2.13479 1.54266
C: 2.49399 3.40846 2.35136
C: 2.19423 2.50822 1.33879
C: 1.04053 4.96208 1.27387
H: -6.76120 -2.08225 -4.84005
H: 9.20018 2.62156 4.04515
H: 1.33951 1.33914 -5.84510
H: 5.76375 1.52212 1.74047
H: 3.17171 3.12980 3.14155
H: 10.65965 1.75698 2.24976
H: 0.56279 5.92907 1.20429
H: 2.58207 -1.28683 4.52356
H: 0.45004 3.95402 -1.78986
H: 2.52495 1.97683 -3.72462
H: -0.90906 0.25865 -5.64599
H: -1.15177 2.61619 -0.97409
H: -7.46222 -3.24369 -2.80104
H: -0.71479 -2.62369 4.71936
H: 9.68273 0.81183 0.21016
H: -4.33114 -1.34717 2.80542
H: -2.99720 -1.64342 4.89851
H: -2.06589 1.71554 4.44279
H: -4.59712 -0.84043 -4.90952
H: 6.74448 2.45906 3.81275
H: -6.05029 -3.16603 -0.75129
H: 0.12170 -3.27406 2.45615
H: 1.40319 1.52995 -1.56818
H: -1.21509 1.22756 6.43795
H: -0.35075 5.30953 -0.95089
H: 2.37614 -1.01031 6.97848
H: 2.11945 5.40332 3.07629
H: 2.65751 1.53237 1.30121

- HOMO-LUMO gap: 6.163 eV
- Net charge: -2
- E_HOMO: -2.48 eV
- ΔE to the lowest compared entry with this formula, charge and spin: 0.739 eV

***

No. 3
Entry from the Open Molecules 2025 dataset: C27H29IrN12O4PS2 as an isolated structure (ωB97M-V/def2-TZVPD).

Element x y z (Å)
Ir: 0.76445 -0.30936 -0.08500
S: -0.81189 -2.45210 0.40597
S: 2.44590 0.07545 2.04095
P: -0.73845 0.64285 1.73290
O: 1.20121 -0.72965 2.33519
O: 3.38423 -0.16220 -0.63647
O: 3.20177 0.38651 3.22873
O: 2.02582 1.24980 1.23384
N: 2.45648 -1.99090 0.26232
N: -0.19257 2.77958 -3.06855
N: 1.46158 -4.01164 0.92399
N: -3.15937 1.86032 2.29228
N: -0.46151 -5.04228 0.76137
N: 3.66169 -4.30464 -1.63717
N: 0.66303 -1.00073 -2.06856
N: -2.78135 4.80261 -8.95328
N: -1.33303 2.39561 3.74307
N: -2.42238 0.24886 3.94714
N: 2.09695 -2.81932 -2.76767
N: 0.10837 1.64499 -1.20856
C: -0.73789 3.20900 -4.29437
C: 1.40475 -1.87527 -2.37306
C: 3.59199 -3.35990 1.83796
C: 0.13026 -3.83214 0.68576
C: -1.54915 2.34920 -5.03306
C: 0.48681 -5.99457 1.00584
C: -3.59039 0.83161 3.15891
C: -1.72129 1.40039 4.66441
C: -1.79243 4.04253 -6.71816
C: -0.65878 1.80011 -2.27134
C: -1.48576 -0.46333 3.05359
C: 2.94845 -3.58706 -2.18998
C: -2.33645 4.46481 -7.95610
C: 4.70312 -2.52521 1.78683
C: -2.48368 2.91774 3.02539
C: -0.45760 4.48684 -4.77369
C: -0.23458 2.01577 2.87677
C: -0.97369 4.90067 -5.98513
C: 0.93610 3.27213 -2.46939
C: 3.50936 -1.15453 0.26372
C: -2.08024 2.76582 -6.23628
C: 1.67790 -5.36872 1.10877
C: 1.11264 2.56251 -1.32207
C: -1.87081 -5.26931 0.60779
C: -2.36668 1.38548 1.17767
C: 2.50860 -3.08482 1.01323
C: 4.69959 -1.43427 0.94781
H: -4.31261 1.22324 3.88181
H: -2.15607 2.22110 0.50899
H: -4.04873 0.01831 2.59033
H: -2.93013 0.63872 0.61210
H: -2.78002 -0.40825 4.64714
H: -2.42541 -4.58512 1.24884
H: -0.74921 5.88521 -6.36470
H: -0.65828 -0.87634 3.63603
H: -2.00917 -1.28713 2.56073
H: 2.65775 -5.77834 1.24155
H: -1.75045 1.35033 -4.68185
H: -2.71131 2.10654 -6.81108
H: -2.10299 -6.29395 0.88494
H: 0.15316 5.16808 -4.20327
H: 5.56743 -2.74782 2.38962
H: 0.62963 1.69652 3.46601
H: -3.18217 3.35956 3.74180
H: -1.55033 1.23764 -2.45815
H: 1.86617 2.66017 -0.56846
H: -2.17289 -5.08994 -0.42458
H: -2.16326 3.69162 2.32795
H: 3.58189 -4.20843 2.49737
H: -2.43207 1.81545 5.38806
H: -0.85148 0.99339 5.18822
H: 0.07282 2.87666 2.27859
H: 4.17990 0.38989 -0.69114
H: 5.55658 -0.78843 0.84583
H: 1.53453 4.04756 -2.89781
H: 0.24563 -7.03544 1.09074

- HOMO-LUMO gap (alpha / beta): 4.998 / 5.021 eV
- Net charge: +2
- E_HOMO (alpha / beta): -12.79 / -12.70 eV
- Expectation value of S²: 0.769
- ΔE to the lowest compared entry with this formula, charge and spin: 6.026 eV
- 2S+1: 2

***

No. 4
Entry from the Open Molecules 2025 dataset: a 2-piece molecular cluster, CH2Cl3OP overall (ωB97M-V/def2-TZVPD).

Element x y z (Å)
Cl: -1.39616 2.42906 1.15330
Cl: 1.67403 1.96127 -0.03306
Cl: 0.35041 -2.35155 -0.68051
P: 2.04912 0.03395 -0.17364
O: 2.73118 -0.26081 -1.41312
C: 0.57956 -0.85210 0.15719
H: -1.12886 3.15873 0.12732
H: 0.12864 -0.78114 1.06534

- HOMO-LUMO gap (alpha / beta): 7.471 / 7.609 eV
- E_HOMO (alpha / beta): -9.18 / -9.37 eV
- ΔE to the lowest compared entry with this formula, charge and spin: 3.026 eV

***

No. 5
Entry from the Open Molecules 2025 dataset: a 2-piece molecular cluster, C7H18O3Si2 overall (ωB97M-V/def2-TZVPD).

Element x y z (Å)
Si: 1.72830 -0.74356 -1.10461
Si: 2.66593 -2.50973 1.32284
O: 2.41204 -1.74246 -0.07136
O: -1.10909 2.03860 -1.06687
O: 0.97773 0.32180 -0.20864
C: -2.05757 0.94933 -1.20909
C: -1.31338 4.96122 1.54587
C: -2.20568 -0.10675 -0.13564
C: 3.13640 -0.26813 -2.31052
C: -1.15417 3.78257 0.70685
C: -3.18698 -1.19899 -0.63949
C: -1.24722 2.94364 -0.15287
H: -1.57307 0.49464 -2.10591
H: 2.87190 0.13557 -3.28732
H: 3.84979 -1.12046 -2.44576
H: 2.36575 -3.99636 0.98308
H: -1.35044 4.75645 2.53891
H: -2.14884 5.60805 1.22208
H: -1.32982 -0.59681 0.03259
H: 0.36955 1.00039 -0.58005
H: 4.07498 -2.61827 1.67886
H: 3.82507 0.39954 -1.85166
H: 2.11792 -1.79582 2.44573
H: -3.06999 1.21506 -1.55471
H: -4.12228 -0.68524 -0.58986
H: 0.81913 -1.55804 -1.94776
H: -2.91613 -1.53465 -1.63964
H: -2.59906 0.34748 0.74430
H: -3.25166 -1.98692 -0.01095
H: -0.52798 5.71480 1.34718

- HOMO-LUMO gap: 9.932 eV
- E_HOMO: -9.18 eV
- SMILES string: C[Si@H](O)O[SiH3].CC#COCCC
- ΔE to the lowest compared entry with this formula, charge and spin: 2.386 eV

***

No. 6
Entry from the Open Molecules 2025 dataset: a 13-piece molecular cluster, C26H78O13S13 overall (ωB97M-V/def2-TZVPD).

Element x y z (Å)
S: -41.25579 34.17023 -16.56065
S: -34.21395 27.92407 -12.11935
S: -38.56714 31.97697 -11.90806
S: -35.18554 33.21925 -15.68407
S: -37.76924 32.56817 -20.85806
S: -37.15540 26.94037 -15.36335
S: -32.80528 28.76692 -19.96420
S: -29.54989 32.34980 -19.59700
S: -33.21968 34.29317 -21.21754
S: -30.86665 36.40870 -18.71503
S: -30.53062 29.05438 -15.33676
S: -32.31614 34.16719 -12.54141
S: -35.36583 36.69935 -17.29500
O: -36.11896 33.87327 -16.69469
O: -42.11148 35.08288 -17.48150
O: -33.89729 37.01778 -17.78209
O: -37.12814 33.82079 -21.36683
O: -33.60369 27.48765 -20.29637
O: -32.46768 33.75902 -19.98753
O: -33.69294 33.86275 -13.18887
O: -37.43503 27.50997 -13.94416
O: -33.09210 27.05067 -11.45988
O: -31.68235 30.04416 -15.06430
O: -29.35494 30.97585 -20.18106
O: -29.54921 36.02618 -19.38639
O: -38.85115 30.90706 -10.88709
C: -30.95868 38.12995 -18.75835
C: -36.16999 38.29710 -17.68165
C: -33.22491 29.98174 -21.15326
C: -35.31712 31.46702 -15.81214
C: -29.19783 29.56562 -14.27927
C: -36.71785 31.87058 -12.20533
C: -39.61767 33.93590 -17.41921
C: -30.76243 27.51613 -14.50115
C: -35.24577 37.14203 -15.47041
C: -35.52139 28.30652 -10.85981
C: -33.42593 29.28635 -18.39541
C: -36.53605 25.29211 -14.97844
C: -31.35080 34.60628 -13.81758
C: -27.76764 32.71310 -19.35073
C: -34.30758 35.49130 -20.54224
C: -36.77328 32.03209 -19.46777
C: -35.53954 27.60270 -15.71274
C: -30.44626 36.36287 -16.95667
C: -39.07758 31.46161 -13.45600
C: -37.39005 31.24849 -22.10791
C: -31.64446 32.57043 -12.10906
C: -32.11667 35.36001 -22.08131
C: -33.49360 33.32345 -16.36026
C: -30.07802 32.10253 -17.94468
C: -33.43544 29.60914 -12.21183
C: -40.67588 35.14837 -15.16116
H: -35.15363 35.07300 -19.91849
H: -35.85136 25.47105 -13.86535
H: -30.64948 35.13533 -13.69006
H: -38.97049 33.27106 -16.82264
H: -32.07664 36.48686 -21.68111
H: -29.38762 28.97587 -13.21106
H: -37.45579 24.71695 -14.74469
H: -27.29263 31.88098 -18.95410
H: -33.46442 30.04396 -11.33323
H: -30.65242 32.70040 -11.86155
H: -35.19139 27.23833 -16.67690
H: -36.24454 36.94510 -14.93786
H: -32.25419 29.75985 -12.53154
H: -33.70791 35.99308 -19.85212
H: -36.55892 32.82658 -12.76192
H: -29.56354 36.68351 -16.40711
H: -31.33604 27.81478 -13.60559
H: -38.57114 30.86083 -13.75255
H: -35.29256 28.73387 -9.98084
H: -36.57412 30.94903 -12.72097
H: -33.99673 30.27434 -13.15248
H: -34.08810 30.54126 -21.17268
H: -37.57842 30.14598 -21.60404
H: -36.30998 32.02424 -11.22235
H: -33.16811 28.45128 -17.60030
H: -35.88359 27.39901 -10.62083
H: -32.51603 35.74251 -22.95652
H: -31.29739 26.76520 -15.26970
H: -27.80974 33.75805 -18.65492
H: -31.89365 32.23510 -11.22182
H: -34.78828 38.22689 -15.42349
H: -34.63441 29.44010 -18.40831
H: -30.73320 33.94841 -14.01249
H: -41.52476 35.02220 -14.49801
H: -36.31294 31.06685 -15.39311
H: -32.80049 30.06305 -18.04072
H: -39.18701 34.91684 -17.79931
H: -34.40949 36.27441 -15.04218
H: -31.78181 38.50462 -18.12247
H: -30.67709 35.30162 -16.91488
H: -35.73710 32.32979 -19.65943
H: -39.94686 34.50593 -14.67509
H: -29.73276 27.18016 -13.96189
H: -31.23551 38.61782 -19.80443
H: -35.25077 31.12439 -16.81234
H: -35.50922 39.01442 -17.56946
H: -39.59450 33.31287 -18.25752
H: -28.33104 29.29154 -14.64754
H: -32.49120 30.72756 -20.97143
H: -37.98980 31.46693 -22.82918
H: -40.30224 36.04469 -15.14683
H: -31.01480 35.14693 -22.34736
H: -40.12461 30.96674 -13.56783
H: -30.18275 33.03435 -17.35848
H: -34.39100 31.05472 -15.17779
H: -31.77026 31.87967 -12.94557
H: -36.01373 24.76360 -15.80257
H: -36.66251 31.04706 -19.22418
H: -36.37005 31.34630 -22.33673
H: -36.32335 38.39000 -18.77208
H: -30.99842 36.95549 -16.41673
H: -33.24049 29.76937 -22.33824
H: -35.29705 28.71726 -16.11394
H: -34.88309 27.34812 -14.88240
H: -33.40232 34.42594 -16.15106
H: -31.99825 35.10662 -14.43173
H: -36.96686 32.57148 -18.70226
H: -29.08301 30.63352 -14.05855
H: -36.25498 28.92681 -11.40777
H: -27.11925 32.87308 -20.36581
H: -38.84289 32.23201 -14.16497
H: -33.29877 33.32237 -17.50473
H: -29.28317 31.42737 -17.61162
H: -31.00745 31.69049 -17.93205
H: -29.89869 38.55070 -18.47854
H: -32.91314 32.62787 -16.10317
H: -34.76633 36.07661 -21.20992
H: -37.00906 38.55981 -17.23224

- HOMO-LUMO gap: 8.183 eV
- E_HOMO: -8.38 eV
- ΔE to the lowest compared entry with this formula, charge and spin: 20.325 eV

***

No. 7
Entry from the Open Molecules 2025 dataset: a 2-piece molecular cluster, C5H11N3O overall (ωB97M-V/def2-TZVPD).

Element x y z (Å)
O: -1.22057 -0.57712 1.79270
N: 0.41303 0.16301 0.29681
N: -1.71208 1.31517 0.61441
N: 0.78981 -2.24387 -1.00249
C: 1.44823 -0.30207 1.22720
C: -0.07352 -1.34847 -1.00371
C: -1.28261 -0.99639 -1.49390
C: 0.86687 1.31345 -0.49813
C: -0.94425 0.19118 0.89906
H: 2.24419 -0.78174 0.65778
H: -1.73409 -1.63580 -2.24081
H: 1.85869 1.08908 -0.88973
H: -1.59791 0.02677 -1.61683
H: 0.91704 2.22379 0.10377
H: 0.17624 1.47664 -1.32389
H: -1.52774 1.97585 -0.12059
H: 1.13068 -2.63329 -0.13186
H: 1.85865 0.53129 1.79822
H: 1.02028 -1.03679 1.90355
H: -2.63095 1.24930 1.02847

- HOMO-LUMO gap: 8.533 eV
- E_HOMO: -7.88 eV
- SMILES string: CN(C)C(N)=O.C=C=N
- ΔE to the lowest compared entry with this formula, charge and spin: 2.825 eV

***

No. 8
Entry from the Open Molecules 2025 dataset: a 2-piece molecular cluster, C3H8FN overall (ωB97M-V/def2-TZVPD).

Element x y z (Å)
F: -1.24364 0.94437 0.93406
N: -1.33074 0.02826 -1.12963
C: -0.63784 0.05517 0.11327
C: 1.90692 1.16494 -0.25623
C: -0.34213 -1.22722 0.90828
H: -1.54545 0.82087 -1.56971
H: -0.01740 -1.96485 0.18259
H: -1.92048 -0.76495 -1.29336
H: -1.25590 -1.54756 1.36131
H: 1.87331 0.36320 -0.96503
H: 0.43897 -1.10485 1.60226
H: 2.16347 2.11872 -0.70022
H: 1.91090 1.11389 0.81243

- HOMO-LUMO gap (alpha / beta): 8.089 / 10.014 eV
- E_HOMO (alpha / beta): -6.95 / -10.20 eV
- Expectation value of S²: 2.006
- ΔE to the lowest compared entry with this formula, charge and spin: 0.000 eV
- 2S+1: 3